No. 1
Computed, not measured: a gas-phase ion, C4H9N2OS (charge +1), with ωB97M-V/def2-TZVPD.

Atoms and positions in Å:
C1 0.969 -1.276 -0.483
C2 -0.879 0.398 -1.200
C3 -0.268 0.938 0.088
C4 -1.308 1.013 1.134
N1 0.852 -0.408 0.451
N2 1.856 -2.293 -0.485
O1 0.548 1.916 -0.181
S1 -0.049 -1.072 -1.821
H1 -1.898 0.021 -0.790
H2 -0.941 1.120 -2.049
H3 -1.864 0.075 1.251
H4 -2.056 1.670 0.840
H5 -0.819 1.155 2.082
H6 1.344 -0.402 1.310
H7 2.431 -2.544 0.313
H8 1.532 -3.148 -0.858
H9 0.549 2.836 0.398

Forces on the atoms, in the same order (eV/Å):
C 0.77 -0.58 0.80
C -2.19 -1.27 0.40
C 1.00 -2.99 -0.88
C 1.19 -1.95 1.36
N -2.38 2.48 -0.17
N 0.28 -0.13 0.58
O 1.34 5.51 1.60
S -0.24 -0.17 -1.23
H 1.35 0.80 -1.70
H -0.08 -0.41 1.01
H 0.49 -0.10 -0.23
H -1.09 1.91 -0.18
H -0.26 0.82 0.59
H 0.67 -0.20 0.69
H -0.16 0.86 0.18
H -0.39 -0.80 -1.16
H -0.31 -3.80 -1.69

Total charge: +1
DFT total energy in a.u.: -740.48475
Highest occupied orbital energy in Eh: -0.5068
E_LUMO in eV: -2.93
ΔE to the lowest compared entry with this formula, charge and spin in kcal per mole: 36.5

Atom charges from the Mulliken analysis, given in e for atoms 1 to 5:
1 C 0.59
2 C -0.65
3 C 0.89
4 C -1.59
5 N -0.26


No. 2
Computed, not measured: 2 unconnected molecules or ions with the total composition C4H12O2, with ωB97M-V/def2-TZVPD.

Atoms and positions in Å:
O1 1.086 0.156 -1.348
C1 1.516 -0.904 -0.517
C2 1.371 1.404 -0.747
H1 1.272 -1.851 -1.027
H2 1.003 -0.889 0.460
H3 2.605 -0.869 -0.343
H4 0.853 1.518 0.219
H5 2.454 1.538 -0.584
H6 1.019 2.194 -1.432
O2 -0.934 0.339 0.894
C3 -1.260 -0.864 1.560
C4 -1.611 0.419 -0.345
H7 -0.710 -0.878 2.516
H8 -0.964 -1.749 0.971
H9 -2.340 -0.930 1.775
H10 -1.330 -0.410 -1.016
H11 -2.706 0.408 -0.212
H12 -1.324 1.371 -0.823

Forces on the atoms, in the same order (eV/Å):
O 0.34 -0.01 0.32
C -0.03 -0.45 -0.03
C -0.04 0.52 -0.06
H 0.12 0.40 0.15
H 0.26 0.09 -0.34
H -0.20 0.03 -0.08
H 0.21 -0.09 -0.29
H -0.18 -0.08 -0.09
H 0.18 -0.35 0.22
O -0.48 -0.37 0.05
C 0.09 -0.03 0.44
C -0.19 0.29 -0.41
H -0.22 0.03 -0.40
H -0.11 0.19 0.07
H 0.23 0.04 -0.08
H -0.06 0.25 0.22
H 0.21 0.01 0.10
H -0.13 -0.47 0.22

DFT total energy in a.u.: -310.01519
Highest occupied orbital energy in Eh: -0.3514
E_LUMO in eV: 1.02
ΔE to the lowest compared entry with this formula, charge and spin in kcal per mole: 36.2

Atom charges from the Mulliken analysis, given in e for atoms 1 to 5:
1 O -0.31
2 C -0.53
3 C -0.67
4 H 0.21
5 H 0.18


No. 3
Computed, not measured: a molecular structure, C12H24IrNO9, with ωB97M-V/def2-TZVPD.

Atoms and positions in Å:
Ir1 -0.293 -0.325 0.112
C1 -1.969 0.837 -2.574
C2 -1.739 -0.667 -2.803
O1 -0.532 -1.129 -2.219
C3 0.655 -1.158 -2.969
C4 1.511 0.119 -2.701
O2 1.652 0.357 -1.318
C5 2.894 0.035 -0.699
C6 2.760 -1.147 0.265
O3 1.815 -0.766 1.251
C7 1.687 -1.629 2.366
C8 0.678 -1.007 3.334
O4 -0.449 -0.541 2.608
C9 -1.132 0.574 3.117
C10 -0.499 1.883 2.562
O5 -0.537 1.903 1.155
C11 -1.572 2.690 0.575
C12 -1.503 2.537 -0.938
O6 -1.665 1.156 -1.230
H1 -3.030 1.049 -2.779
H2 -1.375 1.453 -3.263
H3 -1.778 -0.884 -3.876
H4 -2.535 -1.229 -2.297
H5 0.470 -1.240 -4.045
H6 1.214 -2.038 -2.631
H7 1.001 0.989 -3.125
H8 2.481 0.007 -3.196
H9 3.179 0.923 -0.118
H10 3.669 -0.173 -1.442
H11 3.734 -1.365 0.722
H12 2.421 -2.056 -0.252
H13 2.658 -1.736 2.872
H14 1.371 -2.631 2.034
H15 1.138 -0.183 3.897
H16 0.352 -1.770 4.060
H17 -1.114 0.611 4.212
H18 -2.167 0.494 2.765
H19 0.559 1.908 2.853
H20 -1.029 2.739 2.991
H21 -1.423 3.744 0.849
H22 -2.557 2.363 0.940
H23 -0.534 2.898 -1.317
H24 -2.300 3.130 -1.410
O7 -2.124 -3.752 0.583
N1 -1.573 -2.736 0.424
O8 -0.309 -2.618 0.357
O9 -2.158 -1.621 0.297

Forces on the atoms, in the same order (eV/Å):
Ir -1.04 -2.79 -0.11
C -0.17 -0.42 -1.39
C -1.41 0.81 0.20
O 0.16 0.09 1.89
C 1.89 0.51 -0.02
C -0.93 -0.50 -1.28
O -1.03 -0.20 1.33
C 0.85 -0.18 1.04
C 0.69 -0.05 -1.06
O -1.12 0.95 -0.53
C -0.22 -0.95 0.79
C 1.39 -0.12 0.50
O -0.53 -0.49 -1.99
C -0.63 1.51 -0.17
C 0.31 -0.63 1.37
O 0.44 -1.37 -1.24
C -0.93 0.63 -0.71
C 0.33 0.99 0.51
O 0.36 -1.12 1.27
H 0.26 -0.02 0.13
H 0.06 -0.09 0.23
H 0.18 -0.05 0.17
H 0.20 0.10 -0.22
H -0.21 0.02 0.16
H -0.19 0.07 -0.12
H 0.14 -0.04 0.06
H -0.08 0.07 0.18
H 0.04 -0.20 -0.23
H -0.16 0.03 0.03
H -0.19 0.14 0.02
H 0.01 0.05 0.11
H -0.23 0.11 -0.13
H 0.08 0.32 0.11
H -0.14 -0.09 -0.24
H -0.06 0.21 -0.27
H 0.12 -0.17 -0.14
H 0.13 -0.08 0.15
H -0.21 0.17 -0.03
H 0.12 -0.01 -0.14
H 0.03 -0.25 -0.05
H 0.21 0.01 0.00
H -0.19 -0.15 0.02
H 0.08 -0.22 0.15
O 0.10 0.20 -0.06
N -0.46 -1.21 0.19
O 1.61 1.71 -0.55
O 0.36 2.72 0.05

Total charge: +3
DFT total energy in a.u.: -1306.37897
2S+1: 2
Highest occupied orbital energy (alpha / beta) in Eh: -0.7492 / -0.7621
E_LUMO (alpha / beta) in eV: -15.41 / -13.94
ΔE to the lowest compared entry with this formula, charge and spin in kcal per mole: 73.9

Atom charges from the Mulliken analysis, given in e for atoms 1 to 5:
1 Ir 2.95
2 C -0.67
3 C -0.65
4 O -0.28
5 C -0.48


No. 4
Computed, not measured: a molecular structure, C19H20AsCl2NOS4Si2Tc, with ωB97M-V/def2-TZVPD.

Atoms and positions in Å:
Tc1 0.555 0.269 -0.954
Cl1 -1.456 0.962 3.659
C1 -0.320 1.974 2.845
C2 0.137 3.142 3.463
C3 1.039 3.961 2.836
Cl2 1.581 5.396 3.627
C4 1.528 3.642 1.549
C5 2.455 4.421 0.824
C6 2.855 4.005 -0.415
C7 2.340 2.814 -0.947
N1 1.473 2.060 -0.303
C8 1.056 2.455 0.941
C9 0.118 1.597 1.582
O1 -0.291 0.507 0.978
H1 -0.227 3.396 4.449
H2 2.834 5.334 1.262
H3 3.564 4.579 -0.994
H4 2.651 2.474 -1.926
C10 1.691 -1.476 2.265
Si1 1.975 -1.152 0.438
C11 3.333 -2.331 -0.101
C12 -0.979 -3.101 -0.603
C13 -0.999 -4.289 0.072
C14 -2.313 -4.743 0.286
C15 -3.433 -4.071 -0.190
C16 -3.358 -2.868 -0.917
C17 -2.068 -2.435 -1.046
Si2 -1.623 1.288 -1.389
C18 -2.459 1.338 -3.080
C19 -2.959 1.625 -0.113
H5 1.485 -2.535 2.440
H6 0.856 -0.897 2.657
H7 2.589 -1.222 2.837
H8 3.190 -3.318 0.345
H9 4.310 -1.965 0.234
H10 3.375 -2.450 -1.184
H11 -0.132 -4.846 0.393
H12 -2.456 -5.673 0.821
H13 -4.410 -4.503 -0.017
H14 -4.238 -2.372 -1.300
H15 -3.504 1.024 -3.033
H16 -1.934 0.709 -3.803
H17 -2.446 2.357 -3.480
H18 -3.803 0.949 -0.267
H19 -3.337 2.647 -0.213
H20 -2.595 1.488 0.904
S1 1.447 -4.401 -2.821
As1 0.212 -3.102 -3.781
S2 -0.538 -1.710 -1.627
S3 1.667 0.252 -2.901
S4 1.560 -1.206 -4.301

Forces on the atoms, in the same order (eV/Å):
Tc 0.09 -0.81 -1.17
Cl -0.02 -0.01 0.03
C 0.06 -0.11 -0.25
C 0.10 0.17 0.04
C -0.11 -0.14 0.04
Cl 0.03 0.08 0.05
C -0.04 -0.13 -0.08
C 0.01 -0.07 -0.09
C 0.02 0.16 0.16
C -0.07 -0.11 0.01
N 0.42 0.51 -0.12
C -0.06 0.10 0.24
C -0.06 0.06 0.16
O 0.13 -0.09 -0.38
H 0.00 0.00 -0.01
H 0.02 0.01 -0.03
H 0.00 -0.02 -0.02
H 0.00 0.00 -0.01
C -0.15 0.36 -0.26
Si -0.07 -0.41 0.22
C -0.23 0.21 -0.23
C -0.39 0.56 -0.38
C -0.14 -0.23 0.17
C 0.35 -0.07 0.06
C -0.21 0.26 -0.19
C -0.24 -0.15 0.22
C 0.55 -0.19 0.08
Si -0.49 -0.33 0.00
C 0.26 -0.11 0.19
C 0.48 0.06 0.01
H 0.09 -0.05 -0.09
H 0.02 -0.01 -0.03
H 0.06 -0.07 -0.06
H -0.02 0.03 0.08
H -0.04 0.06 0.08
H -0.01 0.06 0.02
H 0.00 0.02 0.00
H -0.01 0.00 -0.02
H 0.02 0.00 0.03
H 0.02 0.00 -0.02
H -0.01 0.04 0.08
H 0.05 0.06 0.02
H 0.02 0.03 0.05
H 0.00 0.00 -0.13
H -0.04 -0.02 -0.11
H 0.02 0.00 -0.03
S -0.11 0.09 -0.01
As 0.31 0.16 -0.02
S 0.28 0.16 0.31
S -0.74 0.20 1.57
S -0.15 -0.30 -0.20

Total charge: +1
DFT total energy in a.u.: -6274.46336
Highest occupied orbital energy in Eh: -0.3784
E_LUMO in eV: -4.38
ΔE to the lowest compared entry with this formula, charge and spin in kcal per mole: 49.8

Atom charges from the Mulliken analysis, given in e for atoms 1 to 5:
1 Tc 0.07
2 Cl -0.21
3 C 0.62
4 C -0.50
5 C 0.68


No. 5
Computed, not measured: 2 unconnected molecules or ions with the total composition C39H42N3O, with ωB97M-V/def2-TZVPD.

Atoms and positions in Å:
C1 -7.081 -2.609 3.008
C2 -6.091 -1.504 3.108
C3 -5.075 -1.554 4.049
C4 -4.148 -0.533 4.164
C5 -3.067 -0.610 5.178
C6 -4.226 0.561 3.296
N1 -3.279 1.638 3.416
C7 -1.908 1.615 3.210
C8 -1.156 0.488 2.675
C9 0.272 0.492 2.817
C10 1.119 -0.240 2.049
C11 2.551 -0.091 2.075
C12 3.323 -0.574 1.006
C13 4.685 -0.392 0.977
C14 5.323 0.262 2.014
C15 4.588 0.742 3.083
C16 3.224 0.575 3.116
O1 -1.733 -0.436 2.083
N2 -1.436 2.876 3.524
C17 -0.087 3.421 3.367
C18 -2.513 3.663 3.898
C19 -3.638 2.914 3.838
C20 -5.242 0.625 2.335
C21 -5.333 1.798 1.427
C22 -6.158 -0.409 2.258
H1 -7.853 -2.387 2.271
H2 -6.594 -3.537 2.711
H3 -7.574 -2.779 3.965
H4 -5.010 -2.403 4.706
H5 -2.594 0.364 5.314
H6 -3.458 -0.935 6.143
H7 -2.298 -1.315 4.862
H8 0.684 1.165 3.541
H9 0.694 -0.892 1.306
H10 2.824 -1.064 0.189
H11 5.258 -0.759 0.141
H12 6.391 0.399 1.992
H13 5.087 1.245 3.895
H14 2.671 0.942 3.963
H15 -0.130 4.502 3.257
H16 0.518 3.193 4.241
H17 0.385 3.012 2.477
H18 -2.451 4.698 4.186
H19 -4.641 3.240 4.052
H20 -6.012 1.612 0.593
H21 -5.697 2.673 1.967
H22 -4.350 2.038 1.018
H23 -6.938 -0.367 1.520
C23 2.993 3.089 -5.527
C24 3.548 2.908 -4.277
C25 3.301 1.746 -3.573
C26 2.490 0.748 -4.096
C27 2.267 -0.541 -3.318
C28 3.348 -1.571 -3.583
C29 3.749 -2.462 -2.597
C30 4.692 -3.435 -2.859
C31 5.252 -3.531 -4.116
C32 4.858 -2.662 -5.111
C33 3.913 -1.693 -4.843
C34 0.865 -1.163 -3.548
C35 -0.294 -0.171 -3.310
C36 -1.437 -0.990 -2.680
C37 -0.780 -2.265 -2.123
N3 0.621 -2.292 -2.604
C38 1.960 0.940 -5.365
C39 2.202 2.100 -6.072
H24 3.182 3.994 -6.081
H25 4.189 3.670 -3.862
H26 3.748 1.608 -2.604
H27 2.319 -0.284 -2.249
H28 3.297 -2.410 -1.622
H29 4.986 -4.127 -2.085
H30 5.985 -4.293 -4.326
H31 5.282 -2.740 -6.099
H32 3.602 -1.025 -5.626
H33 0.812 -1.548 -4.577
H34 0.045 0.621 -2.636
H35 -0.603 0.319 -4.239
H36 -1.957 -0.432 -1.892
H37 -2.197 -1.246 -3.429
H38 -0.764 -2.267 -1.026
H39 -1.322 -3.166 -2.434
H40 0.883 -3.191 -3.020
H41 1.355 0.172 -5.813
H42 1.785 2.226 -7.058

Forces on the atoms, in the same order (eV/Å):
C -0.37 -0.23 -0.12
C 0.16 0.14 -0.04
C -0.11 0.29 -0.21
C 0.22 0.47 -0.23
C 0.32 0.00 0.41
C -0.71 -1.15 -0.03
N 1.46 1.14 -0.12
C -2.13 2.41 0.97
C 0.06 -2.99 -1.61
C 0.96 0.01 0.11
C -0.88 0.70 0.34
C 1.01 0.05 0.13
C -0.67 0.09 0.31
C 0.34 0.00 -0.13
C 0.07 -0.03 -0.08
C 0.02 0.09 0.17
C -0.33 -0.25 -0.28
O 0.00 1.57 0.81
N -1.34 -0.82 -0.37
C 0.35 0.02 -0.09
C 0.15 -0.46 -0.09
C 0.62 -0.60 -0.23
C 0.41 0.25 0.23
C -0.03 0.28 -0.42
C 0.23 -0.05 0.27
H 0.03 -0.02 0.02
H 0.01 -0.07 0.03
H 0.02 -0.05 0.03
H 0.06 -0.19 0.23
H 0.04 -0.14 0.24
H 0.08 -0.02 -0.05
H 0.05 -0.05 0.05
H 0.19 0.11 0.19
H -0.13 -0.20 -0.27
H -0.13 -0.20 -0.22
H 0.06 -0.08 -0.15
H 0.17 0.01 -0.02
H 0.07 0.07 0.13
H -0.09 0.06 0.23
H -0.29 -0.04 0.05
H -0.01 -0.04 0.00
H -0.07 0.01 0.07
H 0.37 0.00 -0.07
H -0.06 -0.41 0.01
H 0.07 0.01 0.13
H -0.05 0.10 -0.12
H -0.02 0.11 -0.09
H -0.18 0.08 -0.21
C 0.04 0.28 -0.20
C 0.15 0.08 0.11
C -0.11 -0.09 0.07
C 0.00 -0.35 0.03
C -0.22 0.11 0.18
C -0.10 0.06 -0.09
C -0.08 0.15 0.08
C 0.05 -0.10 0.13
C 0.21 -0.28 -0.08
C 0.07 -0.03 -0.17
C -0.11 0.09 -0.06
C -0.23 -0.43 0.09
C 0.09 -0.13 0.09
C -0.06 0.00 -0.11
C 0.36 -0.25 0.06
N 0.00 0.31 -0.35
C -0.09 -0.12 0.11
C -0.06 -0.01 -0.20
H 0.05 0.14 -0.07
H 0.07 0.09 0.11
H 0.12 -0.06 0.31
H -0.11 -0.07 -0.11
H -0.14 0.04 0.26
H 0.04 -0.07 0.12
H 0.14 -0.11 -0.02
H 0.06 0.00 -0.13
H 0.00 0.19 -0.21
H 0.08 0.16 0.05
H -0.02 -0.04 0.04
H 0.09 -0.10 0.21
H 0.12 -0.08 -0.15
H 0.23 0.03 0.10
H -0.15 0.05 -0.11
H 0.04 0.14 0.04
H -0.22 0.60 0.25
H -0.18 -0.18 -0.12
H -0.09 0.02 -0.13

Total charge: +1
DFT total energy in a.u.: -1750.61271
Highest occupied orbital energy in Eh: -0.3764
E_LUMO in eV: -4.28
ΔE to the lowest compared entry with this formula, charge and spin in kcal per mole: 15.2

Atom charges from the Mulliken analysis, given in e for atoms 1 to 5:
1 C -1.50
2 C 0.78
3 C -0.90
4 C 1.63
5 C -1.93


> Which value of DFT total energy does entry 3 give?

-1306.37897 a.u.